(1)
Here is a molecular structure, C34H30Cl5N4O2PRu from the OMol25 dataset. Energies are from ωB97M-V/def2-TZVPD.

CARTESIAN COORDINATES (ANGSTROEM)
Ru 0.54968 -0.85297 -0.04113
N 2.43442 -1.07386 1.03738
C 2.38133 -0.09582 2.14126
C 3.36059 -0.45441 3.26773
C 3.66061 0.61052 4.33583
C 3.92864 2.00552 3.76647
N 2.63529 2.58580 3.41478
C 2.37986 3.41465 2.42087
N 1.11632 3.56167 2.02158
N 3.36405 4.06579 1.78852
C 0.92103 0.14288 2.55885
O 0.67313 0.83069 3.54748
O -0.00577 -0.32976 1.80138
H 2.50306 -2.02582 1.39126
H 3.25881 -0.92161 0.46488
H 2.68740 0.85252 1.69354
H 4.30437 -0.69271 2.76620
H 3.03121 -1.37233 3.76158
H 4.54155 0.28409 4.88896
H 2.84738 0.67908 5.05896
H 4.56488 1.93043 2.87734
H 4.44192 2.63151 4.49830
H 1.82864 2.03387 3.73682
H 0.40867 2.94352 2.39194
H 0.87896 4.12253 1.22056
H 4.28383 4.10478 2.19047
H 3.15634 4.69582 1.03340
C -5.37196 -1.43321 1.36776
C -5.41862 -1.24626 -0.00618
C -4.25830 -0.95926 -0.70720
C -3.03986 -0.85707 -0.03272
C -2.99932 -1.04337 1.34878
C -4.16559 -1.33116 2.04343
P -1.52583 -0.41308 -0.91731
C -1.79127 -1.03837 -2.60204
C -1.56817 -0.23852 -3.71982
C -1.66943 -0.77944 -4.99399
C -1.99088 -2.11898 -5.15810
C -2.22099 -2.91941 -4.04683
C -2.12058 -2.38333 -2.77312
C -1.51478 1.39448 -1.08192
C -2.60311 2.18555 -1.33296
C -2.43332 3.56786 -1.55342
C -1.17953 4.11940 -1.55217
C -0.03581 3.32473 -1.29418
C 1.28296 3.85444 -1.33763
C 2.35554 3.03874 -1.11009
C 2.16076 1.67278 -0.77916
C 0.91045 1.10595 -0.69836
C -0.20816 1.94699 -1.01606
H -6.27969 -1.66316 1.91053
H -6.35987 -1.32923 -0.53348
H -4.29921 -0.82583 -1.78108
H -2.06240 -0.96546 1.87562
H -4.12802 -1.48126 3.11448
H -1.31460 0.80668 -3.59941
H -1.49596 -0.15298 -5.85900
H -2.06690 -2.54033 -6.15189
H -2.47825 -3.96362 -4.17211
H -2.30823 -3.01204 -1.90933
H -3.59753 1.75580 -1.37289
H -3.29942 4.18614 -1.74846
H -1.04684 5.17515 -1.75928
H 1.42161 4.89759 -1.60236
H 3.36422 3.42750 -1.19463
H 3.04852 1.06629 -0.61672
Cl 1.45033 -1.63719 -2.27618
C 0.79480 -3.14546 -1.63337
C 0.28827 -2.92417 -0.37233
C -0.28494 -4.02266 0.24698
Cl -0.88976 -3.84353 1.86159
C -0.36889 -5.25712 -0.40254
Cl -1.09448 -6.60049 0.38220
C 0.13584 -5.40692 -1.70176
Cl 0.02159 -6.91374 -2.51429
C 0.74300 -4.32609 -2.34262
Cl 1.37645 -4.42974 -3.92956

Computed properties:
HOMO-LUMO gap (spin up / spin down)	8.21 / 7.36	eV
energy	-120281.0504	eV
energy above the lowest of the compared OMol25 structures with the same formula, charge and spin	0.338	eV
largest force on an atom	0.33	eV/A
total charge	+1
HOMO energy (spin up / spin down)	-10.5 / -10.7	eV
2S+1	2

Atomic partial charges in e from the Löwdin method, atoms 1 to 2:
1. Ru 0.944
2. N 0.001

---

(2)
Here is a molecular structure, C34H30CoFN6O6S5 from the OMol25 dataset. Energies are from ωB97M-V/def2-TZVPD.

CARTESIAN COORDINATES (ANGSTROEM)
Co 0.33772 0.25635 0.80019
C -4.48997 -5.12412 -0.76720
C -5.12276 -4.07210 0.13411
C -6.47385 -3.64349 -0.41545
C -7.10461 -2.58994 0.47838
C -6.17757 -1.41025 0.58747
C -6.65506 -0.13561 0.79066
C -5.76972 0.93079 0.89867
F -6.28321 2.16148 1.12325
C -4.42185 0.76621 0.78003
C -3.91952 -0.51784 0.54662
C -2.46006 -0.68204 0.38603
O -1.75894 0.32541 0.24122
C -1.98960 -2.03949 0.40944
C -2.90956 -3.03694 0.33575
N -4.25279 -2.88265 0.27999
C -4.78838 -1.60830 0.46603
C -0.53700 -2.50603 0.51810
O -0.34359 -3.71471 0.35533
O 0.36471 -1.65368 0.77557
H -5.24080 -5.87757 -1.00802
H -3.64880 -5.63301 -0.30189
H -4.14340 -4.66917 -1.69688
H -5.27715 -4.50033 1.13122
H -7.11048 -4.52540 -0.49633
H -6.33239 -3.23800 -1.42275
H -7.28244 -3.01706 1.47083
H -8.07074 -2.26668 0.08838
H -7.72005 0.04614 0.87201
H -3.73012 1.59262 0.87070
H -2.51741 -4.04340 0.31781
O 2.73742 2.37817 6.89924
C 2.33932 1.88959 5.86376
S 3.35321 1.59151 4.45418
C 2.11229 0.93210 3.38802
C 0.87071 0.84670 3.90660
S -0.56155 0.33589 3.05104
S 0.67668 1.38771 5.57485
S 2.61499 0.48977 1.77883
O 0.75134 2.89273 -5.72835
N 0.75962 3.71647 -4.83675
O 0.81876 4.91337 -5.02467
C 0.67236 3.23641 -3.43493
C 0.54163 4.20140 -2.50786
C 0.43674 3.89316 -1.11831
C 0.29173 4.86338 -0.11102
C 0.22268 4.45214 1.19170
C 0.28020 3.07909 1.49279
N 0.38948 2.16227 0.55227
C 0.47805 2.55977 -0.73617
C 0.62833 1.52756 -1.72493
N 0.68790 0.27425 -1.22831
C 0.80742 -0.73616 -2.05098
C 0.88765 -0.54363 -3.43682
C 0.85798 0.72067 -3.95809
C 0.71909 1.82805 -3.08968
H 0.51707 5.23204 -2.83337
H 0.24079 5.91181 -0.38105
H 0.11991 5.15944 2.00246
H 0.23385 2.71164 2.50915
H 0.86798 -1.71865 -1.59702
H 0.99286 -1.40070 -4.08743
H 0.94822 0.87295 -5.01827
C 6.51446 -1.69662 -0.31158
N 5.21087 -1.22405 0.13506
C 4.18959 -2.26246 0.05646
C 4.86223 0.00714 -0.46693
S 3.92947 0.06022 -1.85230
N 5.36640 1.07629 0.15105
C 5.13384 2.42605 -0.31713
C 6.06066 1.01067 1.42530
H 6.48711 -2.01880 -1.36267
H 6.81901 -2.54148 0.30800
H 7.26050 -0.90759 -0.21147
H 4.49611 -3.07387 0.71890
H 4.06784 -2.65032 -0.96137
H 3.23731 -1.86547 0.40556
H 4.52729 2.40241 -1.21561
H 6.08714 2.91953 -0.53024
H 4.60326 2.97375 0.46473
H 5.99464 0.00906 1.83156
H 5.57802 1.70171 2.11886
H 7.10893 1.30179 1.30373

Computed properties:
HOMO-LUMO gap (spin up / spin down)	4.17 / 4.15	eV
energy	-151494.6292	eV
energy above the lowest of the compared OMol25 structures with the same formula, charge and spin	0.000	eV
largest force on an atom	0.60	eV/A
total charge	-1
HOMO energy (spin up / spin down)	-3.3 / -3.3	eV
2S+1	2

Atomic partial charges in e from the Löwdin method, atoms 1 to 2:
1. Co 0.180
2. C -0.046

---

(3)
Here is a molecular structure, C34H30FGeI2NO3Ti in a non-equilibrium geometry from the OMol25 dataset. Energies are from ωB97M-V/def2-TZVPD.

CARTESIAN COORDINATES (ANGSTROEM)
Ti 0.86079 0.52753 -1.56465
C -6.77875 0.18152 -1.89725
C -6.15843 0.07370 -0.50098
C -6.77867 -1.04425 0.33840
C -6.44527 -2.41606 -0.22855
C -4.97204 -2.54466 -0.50052
C -4.40396 -3.82411 -0.60683
C -3.04359 -3.96758 -0.85611
F -2.52133 -5.19823 -0.94625
C -2.22585 -2.86135 -1.00809
C -2.78756 -1.58299 -0.91855
C -1.90709 -0.39869 -1.08412
O -0.70476 -0.53933 -1.27340
C -2.53618 0.92772 -1.01366
C -3.85334 0.98670 -0.78784
N -4.70074 -0.09481 -0.60317
C -4.16790 -1.40011 -0.67832
C -1.67183 2.16117 -1.21644
O -2.27252 3.27526 -1.13229
O -0.45388 1.93155 -1.45220
H -7.86761 0.27570 -1.83191
H -6.54671 -0.68696 -2.52216
H -6.39821 1.06531 -2.42121
H -6.36978 1.01517 0.02437
H -7.86623 -0.92207 0.40244
H -6.39179 -0.97553 1.36439
H -6.99612 -2.59361 -1.15941
H -6.76226 -3.18024 0.49130
H -5.01181 -4.71617 -0.49009
H -1.16420 -2.98774 -1.19757
H -4.34490 1.95728 -0.74336
I -0.03975 1.04014 -4.07908
C 1.05453 -0.52529 -4.96523
I 2.00019 -1.28328 -3.24360
H 1.79407 -0.13821 -5.69460
H 0.38257 -1.27937 -5.42171
C 2.12354 -0.75589 -0.40010
Ge 3.24204 0.29287 0.79954
C 2.10639 1.39971 1.91290
C 1.09958 0.81811 2.69766
C 0.28048 1.61745 3.50126
C 0.46207 3.00230 3.52764
C 1.46303 3.58908 2.74981
C 2.28263 2.79214 1.94469
C 4.13694 -0.95027 2.00760
C 3.36571 -1.94252 2.63669
C 3.95553 -2.85660 3.51430
C 5.32336 -2.78747 3.77956
C 6.09999 -1.80210 3.16850
C 5.51172 -0.88789 2.28802
C 4.22642 1.45996 -0.41120
C 5.62369 1.44388 -0.54970
C 6.25626 2.30897 -1.44906
C 5.50193 3.19384 -2.22156
C 4.11191 3.21060 -2.10056
C 3.47799 2.34626 -1.20368
H 1.47810 -1.43140 0.19636
H 0.93853 -0.24856 2.68683
H -0.49603 1.16285 4.10276
H -0.17230 3.62006 4.15012
H 1.60493 4.66186 2.77121
H 3.05466 3.26623 1.35578
H 2.30673 -2.02262 2.44322
H 3.35084 -3.61906 3.98819
H 5.78019 -3.49384 4.46058
H 7.15974 -1.74274 3.38076
H 6.13953 -0.13507 1.85978
H 6.23901 0.77030 0.00795
H 7.33393 2.28965 -1.54985
H 5.99382 3.86157 -2.91702
H 3.52454 3.89218 -2.70216
H 2.39846 2.37042 -1.12324
H 0.76500 1.04760 0.11464

Computed properties:
HOMO-LUMO gap (spin up / spin down)	4.08 / 4.84	eV
energy	-141925.2634	eV
largest force on an atom	5.15	eV/A
total charge	-1
HOMO energy (spin up / spin down)	-2.1 / -2.9	eV
2S+1	2

Atomic partial charges in e from the Löwdin method, atoms 1 to 2:
1. Ti 0.255
2. C -0.042

---

Number 3 is which compound?
C34H30FGeI2NO3Ti